No. 1
This record from OMol25 describes a 3-piece molecular cluster, C27H43F3N2O7 overall. The level of theory is ωB97M-V with the def2-TZVPD basis set.

Its total energy is -1989.6957 Eh. As for the frontier orbital gap: 6.845 eV. For the molecular weight, the calculation gives 564.642 g mol⁻¹. Its net charge is 0. The calculation puts the HOMO energy at -0.3243 hartree. The structure (SMILES) is Cc1cc(C(F)(F)F)cc2c1C(=O)C=C(C[C@H](C)O)C2=O.COCCNCCOC.COCCNCCOC.

Element x y z (Å)
C 6.638 -1.416 -0.163
C 5.935 -0.916 -1.565
C 6.583 0.365 -2.421
C 5.899 0.940 -3.833
C 6.559 2.242 -4.639
F 7.784 1.907 -5.401
F 6.832 3.360 -3.668
F 5.542 2.803 -5.604
C 4.509 0.257 -4.462
C 3.842 -1.014 -3.604
C 4.545 -1.592 -2.201
C 3.778 -2.879 -1.458
O 4.419 -3.896 -0.870
C 2.110 -2.822 -1.553
C 1.467 -2.281 -2.817
C -0.202 -2.183 -2.877
C -0.543 -0.623 -2.388
C -2.119 -0.390 -2.000
O -0.037 0.368 -3.392
C 2.426 -1.763 -4.085
O 2.080 -1.944 -5.371
H 6.188 -0.729 0.702
H 7.803 -1.301 -0.130
H 6.390 -2.518 0.144
H 7.554 0.869 -1.946
H 3.998 0.653 -5.465
H 1.454 -3.168 -0.617
H -0.525 -2.373 -4.009
H -0.680 -2.994 -2.149
H 0.115 -0.439 -1.409
H -2.196 -0.320 -0.832
H -2.408 0.689 -2.420
H -2.863 -1.158 -2.486
H 0.925 0.520 -3.096
C 2.627 4.376 3.070
O 3.495 3.497 2.376
C 4.439 2.821 3.220
C 4.076 1.334 3.382
N 2.863 1.163 4.187
C 2.275 -0.180 4.117
C 1.852 -0.716 2.732
O 0.726 -0.051 2.159
C 1.023 1.191 1.539
H 2.133 5.015 2.334
H 1.852 3.821 3.602
H 3.175 5.013 3.770
H 4.550 3.320 4.193
H 5.407 2.884 2.711
H 4.908 0.809 3.867
H 3.950 0.921 2.377
H 2.162 1.831 3.882
H 1.380 -0.158 4.753
H 2.968 -0.890 4.580
H 1.535 -1.755 2.876
H 2.684 -0.758 2.021
H 2.004 1.193 1.054
H 0.953 1.996 2.272
H 0.265 1.386 0.777
C -7.655 -2.445 2.651
O -8.314 -2.136 1.435
C -9.000 -0.876 1.446
C -8.263 0.168 0.588
N -6.997 0.573 1.208
C -6.093 1.307 0.313
C -5.638 0.612 -0.988
O -4.756 -0.494 -0.790
C -5.397 -1.705 -0.419
H -7.386 -3.505 2.630
H -6.731 -1.870 2.751
H -8.300 -2.268 3.515
H -9.171 -0.512 2.470
H -9.982 -1.055 0.997
H -8.902 1.051 0.463
H -8.100 -0.279 -0.396
H -6.509 -0.251 1.543
H -5.195 1.535 0.902
H -6.554 2.269 0.063
H -5.060 1.348 -1.557
H -6.475 0.331 -1.635
H -6.375 -1.824 -0.894
H -5.486 -1.757 0.668
H -4.762 -2.539 -0.727

Cartesian forces (eV/Å) of the 6 atoms listed first:
-0.73 0.56 0.46
-1.49 1.19 -3.67
-2.86 -1.49 -0.99
-1.60 -2.50 1.46
-0.72 0.84 -0.08
-4.04 1.46 2.61

In the Löwdin picture, each atom carries the following charge in e: -0.10, -0.09, 0.06, -0.02, -0.22, 0.01, -0.01, -0.02, 0.08, -0.01, 0.02, -0.20, -0.04, 0.05, -0.09, -0.09, -0.36, -0.07, -0.11, -0.18, -0.02, 0.09, 0.09, 0.08, 0.12, 0.13, 0.14, 0.14, 0.13, 0.14, 0.09, 0.10, 0.09, 0.11, -0.11, -0.20, -0.20, -0.21, -0.06, -0.19, -0.22, -0.19, -0.10, 0.09, 0.07, 0.09, 0.12, 0.12, 0.12, 0.09, 0.06, 0.12, 0.12, 0.12, 0.10, 0.09, 0.07, 0.08, -0.12, -0.20, -0.20, -0.21, -0.06, -0.19, -0.21, -0.23, -0.09, 0.09, 0.07, 0.09, 0.12, 0.12, 0.12, 0.10, 0.06, 0.12, 0.12, 0.12, 0.11, 0.09, 0.07, 0.09

=====

No. 2
This record from OMol25 describes C27H43F4N2O13PS as an isolated structure. The level of theory is ωB97M-V with the def2-TZVPD basis set.

Its total energy is -3281.1984 Eh. As for the frontier orbital gap: 7.664 eV. For the molecular weight, the calculation gives 742.675 g mol⁻¹. Its net charge is 0. The calculation puts the HOMO energy at -0.3392 hartree.

Element x y z (Å)
C -0.684 0.186 4.277
C 0.293 1.194 3.503
C -0.551 1.975 2.390
C -0.449 1.209 1.015
C -1.451 0.143 0.836
C -1.561 -0.715 -0.387
N -2.461 -1.768 -0.626
S -1.993 -2.188 -2.181
N -0.734 -1.185 -2.621
C -0.562 -0.378 -1.479
C 0.487 0.709 -1.313
P 1.619 0.978 -2.770
O 3.007 0.535 -2.365
C 0.603 1.513 -0.098
C 1.659 2.625 0.169
F 2.229 2.569 1.460
F 2.721 2.711 -0.700
C 0.924 4.060 0.113
F -0.378 3.972 -0.372
F 1.644 4.933 -0.728
H -0.642 0.461 5.363
H -0.306 -0.853 4.056
H -1.748 0.222 3.922
H 0.691 1.972 4.211
H 1.108 0.641 2.948
H -1.628 2.006 2.729
H -0.172 3.035 2.361
H -2.176 -0.068 1.672
H 1.131 0.188 -3.863
H 1.605 2.344 -3.169
H 0.933 4.569 1.123
C 4.482 0.748 -9.137
C 3.021 1.093 -8.927
O 2.737 1.324 -7.541
C 3.122 2.513 -7.064
O 3.666 3.388 -7.689
O 2.821 2.555 -5.759
C 3.269 3.741 -5.100
H 4.774 -0.089 -8.499
H 4.670 0.484 -10.179
H 5.128 1.588 -8.875
H 2.401 0.248 -9.234
H 2.718 1.951 -9.531
H 2.919 4.637 -5.614
H 4.358 3.739 -5.032
H 2.859 3.739 -4.092
C -1.448 6.346 7.531
C -2.610 5.536 6.990
O -3.034 6.026 5.711
C -2.264 5.678 4.676
O -1.269 4.992 4.728
O -2.771 6.242 3.571
C -1.982 6.018 2.408
H -1.697 7.410 7.545
H -1.192 6.027 8.542
H -0.563 6.235 6.902
H -3.466 5.637 7.660
H -2.368 4.472 6.935
H -1.788 4.953 2.265
H -1.045 6.573 2.489
H -2.536 6.389 1.547
C -1.023 -7.412 -7.658
C -1.564 -7.549 -6.248
O -0.553 -7.263 -5.274
C -0.287 -5.965 -5.083
O -0.822 -5.040 -5.642
O 0.695 -5.870 -4.178
C 1.145 -4.534 -3.951
H -0.126 -8.022 -7.785
H -1.771 -7.720 -8.390
H -0.738 -6.380 -7.872
H -1.876 -8.581 -6.078
H -2.442 -6.918 -6.090
H 0.315 -3.873 -3.700
H 1.677 -4.166 -4.829
H 1.837 -4.553 -3.110
C 0.365 -5.797 6.976
C 0.072 -4.512 7.724
O -0.552 -3.544 6.870
C -1.853 -3.743 6.628
O -2.529 -4.639 7.066
O -2.271 -2.783 5.791
C -3.627 -2.932 5.371
H 0.946 -5.591 6.074
H 0.922 -6.492 7.607
H -0.556 -6.287 6.656
H 1.009 -4.067 8.064
H -0.539 -4.692 8.612
H -4.298 -3.028 6.225
H -3.720 -3.796 4.711
H -3.902 -2.037 4.814

Cartesian forces (eV/Å) of the 6 atoms listed first:
1.12 0.01 -0.46
-1.31 0.19 -0.56
0.66 -0.28 -0.13
-1.28 -1.43 -1.19
1.46 0.93 -0.51
1.24 1.22 0.52

In the Löwdin picture, each atom carries the following charge in e: -0.11, -0.21, -0.17, -0.09, 0.04, -0.32, -0.22, 0.97, -0.25, -0.30, -0.17, 0.75, -0.45, -0.02, -0.34, 0.06, 0.07, -0.21, 0.04, 0.03, 0.08, 0.08, 0.05, 0.11, 0.11, 0.11, 0.08, 0.11, 0.03, 0.01, 0.17, -0.07, -0.21, 0.03, -0.60, 0.13, -0.02, -0.04, 0.08, 0.08, 0.07, 0.12, 0.12, 0.10, 0.11, 0.06, -0.07, -0.21, 0.04, -0.59, 0.11, 0.01, -0.05, 0.08, 0.08, 0.07, 0.12, 0.12, 0.08, 0.10, 0.10, -0.07, -0.22, 0.03, -0.60, 0.12, 0.01, -0.04, 0.08, 0.08, 0.07, 0.12, 0.12, 0.07, 0.10, 0.10, -0.07, -0.21, 0.03, -0.60, 0.12, -0.01, -0.04, 0.08, 0.08, 0.07, 0.12, 0.12, 0.10, 0.10, 0.09

=====

No. 3
This record from OMol25 describes C27H43N5NiO5PS3 as an isolated structure. The level of theory is ωB97M-V with the def2-TZVPD basis set.

The expectation value of S² is 2.0046. Its total energy is -4748.9655 Eh. As for the frontier orbital gap (spin up / spin down): 6.935 / 6.902 eV. For the molecular weight, the calculation gives 703.539 g mol⁻¹. Its net charge is -1. The calculation puts the HOMO energy (spin up / spin down) at -0.1886 / -0.1875 hartree. The spin multiplicity is 3.

Element x y z (Å)
Ni 0.440 0.190 -0.572
C 3.397 -3.694 -1.558
O 3.816 -2.394 -1.125
C 2.858 -1.482 -0.926
O 1.667 -1.673 -1.102
N 3.396 -0.323 -0.495
N 2.566 0.775 -0.283
H 3.752 -3.849 -2.575
H 2.316 -3.780 -1.526
H 3.854 -4.423 -0.893
H 4.391 -0.263 -0.359
H 2.835 1.564 -0.861
H 2.524 1.038 0.697
S 0.431 3.250 0.904
C -0.715 2.849 -0.253
N -1.079 1.642 -0.720
C -1.986 1.738 -1.765
C -2.560 0.652 -2.430
C -3.399 0.882 -3.510
C -3.690 2.181 -3.922
C -3.166 3.269 -3.239
C -2.330 3.036 -2.156
S -1.526 4.165 -1.115
H -2.350 -0.357 -2.084
H -3.833 0.044 -4.043
H -4.330 2.344 -4.780
H -3.386 4.281 -3.554
N 0.636 0.307 -2.743
C 1.096 1.482 -3.479
C 1.226 1.413 -4.863
C 1.656 2.519 -5.573
C 1.954 3.702 -4.904
C 1.826 3.774 -3.528
C 1.400 2.657 -2.812
S 2.499 5.120 -5.874
O 3.722 4.642 -6.504
O 2.693 6.178 -4.897
O 1.398 5.335 -6.800
H 1.187 -0.495 -3.028
H -0.318 0.105 -3.036
H 0.986 0.489 -5.381
H 1.770 2.491 -6.649
H 2.050 4.710 -3.032
H 1.284 2.707 -1.735
C 2.057 -0.982 3.615
C 0.893 -1.966 3.375
C 0.476 -2.600 4.703
C 1.432 -3.063 2.445
P -0.446 -1.025 2.353
N 0.290 -0.220 1.278
C -1.696 -2.333 1.666
C -2.961 -1.585 1.223
C -2.067 -3.474 2.615
C -1.108 -2.923 0.381
C -1.408 0.095 3.549
C -0.358 0.886 4.340
C -2.184 1.126 2.710
C -2.345 -0.613 4.533
H 3.011 -1.520 3.579
H 1.996 -0.496 4.587
H 2.064 -0.216 2.838
H 1.324 -3.164 5.112
H -0.357 -3.293 4.590
H 0.202 -1.851 5.445
H 2.357 -3.471 2.864
H 1.648 -2.640 1.462
H 0.732 -3.891 2.329
H -3.593 -1.292 2.057
H -3.557 -2.239 0.577
H -2.699 -0.695 0.647
H -2.439 -3.114 3.573
H -1.221 -4.135 2.802
H -2.859 -4.079 2.157
H -0.815 -2.125 -0.294
H -1.871 -3.532 -0.117
H -0.235 -3.549 0.553
H 0.367 1.341 3.662
H 0.162 0.268 5.071
H -0.860 1.690 4.887
H -1.629 1.373 1.802
H -2.302 2.048 3.286
H -3.179 0.780 2.436
H -1.843 -1.391 5.107
H -3.205 -1.058 4.037
H -2.728 0.127 5.244

Cartesian forces (eV/Å) of the 6 atoms listed first:
0.03 0.25 0.21
-0.02 -0.06 -0.02
0.02 -0.05 0.03
-0.11 -0.04 0.13
0.16 -0.08 -0.04
0.04 0.04 -0.06

In the Löwdin picture, each atom carries the following charge in e: 0.60, -0.02, -0.01, -0.56, 0.01, 0.06, 0.04, 0.09, 0.09, 0.09, 0.16, 0.10, 0.07, 0.50, -1.19, -0.07, -0.34, -0.06, -0.10, -0.10, -0.08, -0.48, 1.00, 0.10, 0.10, 0.10, 0.11, 0.05, -0.28, -0.04, -0.05, -0.25, -0.03, -0.05, 0.39, -0.37, -0.37, -0.37, 0.09, 0.07, 0.11, 0.12, 0.11, 0.04, -0.11, -0.58, -0.09, -0.11, 0.83, -0.29, -0.59, -0.10, -0.09, -0.11, -0.59, -0.10, -0.10, -0.09, 0.07, 0.06, 0.04, 0.08, 0.06, 0.06, 0.08, 0.06, 0.06, 0.06, 0.08, 0.07, 0.06, 0.06, 0.09, 0.04, 0.08, 0.06, 0.07, 0.05, 0.08, 0.02, 0.08, 0.06, 0.06, 0.06, 0.09

=====

No. 4
This record from OMol25 describes a 3-piece molecular cluster, C27H44BrCl5F3N4O4 overall. The level of theory is ωB97M-V with the def2-TZVPD basis set.

Its total energy is -6749.3152 Eh. As for the frontier orbital gap: 7.283 eV. For the molecular weight, the calculation gives 802.836 g mol⁻¹. Its net charge is +1. The calculation puts the HOMO energy at -0.3602 hartree.

Element x y z (Å)
C 2.071 7.526 4.047
C 1.134 6.574 4.428
C 1.018 5.253 3.663
O 1.926 4.532 3.540
O -0.228 4.933 3.120
C -1.156 4.670 4.205
C -2.035 3.466 3.761
C -1.237 2.153 4.056
C -0.331 1.778 2.814
C -1.049 0.614 2.066
C -0.697 0.528 0.564
N 0.775 0.684 0.233
C 1.434 -0.494 -0.243
N 1.875 -1.426 0.550
C 1.831 -1.400 2.020
C 2.652 -0.216 2.627
C 2.705 -0.242 4.142
F 3.922 -0.147 4.692
C 1.692 -0.307 4.974
F 1.841 0.114 6.201
F 0.501 -0.759 4.678
N 1.558 -0.563 -1.593
C 2.873 -0.968 -2.131
C 2.760 -1.866 -3.415
C 0.889 0.629 -2.229
C 1.590 1.205 -3.498
C 0.875 2.447 -4.065
O 0.095 2.291 -4.905
Br 1.216 4.259 -3.463
C -0.432 -0.017 -2.827
C -1.766 0.698 -2.488
O -1.701 2.118 -2.543
C -2.791 0.236 -3.585
N -4.104 0.816 -3.246
C 0.819 1.508 -0.984
Cl 2.506 2.281 -0.813
H 1.892 8.130 3.146
H 2.987 7.647 4.645
H 0.416 6.733 5.245
H -0.556 4.307 5.058
H -1.776 5.537 4.489
H -3.025 3.481 4.250
H -2.233 3.474 2.675
H -1.994 1.353 4.174
H -0.668 2.181 4.996
H 0.638 1.491 3.234
H -0.293 2.634 2.127
H -2.129 0.853 2.111
H -0.954 -0.345 2.599
H -1.321 1.278 0.057
H -1.020 -0.440 0.129
H 2.294 -2.252 0.136
H 0.814 -1.463 2.425
H 2.345 -2.308 2.378
H 3.694 -0.352 2.281
H 2.330 0.764 2.250
H 3.583 -0.136 -2.252
H 3.332 -1.625 -1.371
H 2.926 -2.914 -3.126
H 1.729 -1.796 -3.803
H 3.467 -1.561 -4.198
H 1.593 0.459 -4.305
H 2.650 1.457 -3.326
H -0.404 -0.125 -3.925
H -0.517 -1.051 -2.446
H -2.229 0.390 -1.540
H -1.960 2.452 -3.412
H -2.406 0.697 -4.526
H -2.785 -0.865 -3.634
H -4.814 0.411 -3.856
H -4.089 1.798 -3.516
H 0.202 2.409 -1.024
Cl 0.245 -3.696 -4.035
C -1.035 -4.836 -3.530
C -2.391 -4.440 -4.059
Cl -2.996 -2.948 -3.288
H -1.031 -4.886 -2.447
H -0.760 -5.814 -3.918
H -3.113 -5.226 -3.843
H -2.374 -4.279 -5.135
Cl 0.156 -7.106 -1.648
C -0.672 -7.390 -0.093
C -2.148 -7.644 -0.274
Cl -3.017 -6.181 -0.811
H -0.490 -6.529 0.548
H -0.201 -8.260 0.363
H -2.590 -7.944 0.675
H -2.332 -8.431 -1.002

Cartesian forces (eV/Å) of the 6 atoms listed first:
-0.35 -0.46 0.47
0.16 -0.28 -0.86
-3.35 3.08 -1.00
1.92 -1.34 -0.20
0.13 -0.02 0.94
-0.70 -0.97 -0.49

In the Löwdin picture, each atom carries the following charge in e: 0.04, -0.06, -0.50, 0.18, -0.05, -0.18, -0.15, -0.18, -0.17, -0.17, -0.12, 0.00, -0.28, 0.15, -0.11, -0.07, -0.22, 0.10, -0.35, 0.18, 0.16, 0.03, -0.16, -0.09, -0.34, -0.12, -0.81, 0.06, 0.76, -0.06, -0.36, -0.05, -0.25, 0.01, -0.48, 0.67, 0.07, 0.07, 0.11, 0.12, 0.13, 0.11, 0.12, 0.10, 0.11, 0.08, 0.11, 0.12, 0.10, 0.12, 0.13, 0.16, 0.11, 0.14, 0.13, 0.10, 0.11, 0.11, 0.06, -0.01, 0.09, 0.13, 0.09, 0.12, 0.11, 0.13, 0.09, 0.13, -0.02, 0.08, 0.07, 0.11, 0.63, -0.70, -0.62, 0.64, -0.01, 0.05, 0.07, 0.08, 0.60, -0.64, -0.64, 0.58, 0.07, 0.08, 0.08, 0.07